1.
Entry from OMol25: 2 unconnected molecules or ions with the total composition C3H5N3O at a distorted geometry (ωB97M-V/def2-TZVPD).

Geometry as ORCA input:
```
! RIJCOSX wB97M-V def2-TZVPD def2/J DEFGRID3
* xyz 0 1
O 2.8031 0.2292 -0.8236
C 1.6371 0.1426 -0.0441
C 0.4322 0.2490 -0.8933
N -0.4545 0.3944 -1.6213
N -2.8042 -0.8573 -0.1990
C -2.0527 -0.5918 0.7243
N -1.2468 -0.4739 1.6490
H 2.7333 1.0104 -1.3878
H 1.5782 0.9170 0.7337
H 1.6446 -0.8271 0.4584
H -2.7263 -0.2826 -1.0332
H -1.5439 0.0902 2.4368
*
```

Properties
- LUMO level (eV) = 0.59
- total energy (eV) = -9708.4709
- M (g/mol) = 99.093
- SMILES = N#CCO.N=C=N
- HOMO-LUMO gap (eV) = 11.11
- ΔE to the lowest compared entry with this formula, charge and spin (kJ/mol) = 203.9

---

2.
Entry from OMol25: a single C3H5N3O molecule at a distorted geometry (ωB97M-V/def2-TZVPD).

Geometry as ORCA input:
```
! RIJCOSX wB97M-V def2-TZVPD def2/J DEFGRID3
* xyz 0 1
N 2.0478 -0.1161 0.1100
C 0.6832 -0.0616 -0.0549
C -0.0240 1.0875 0.0330
N -1.3690 0.7059 0.1280
C -1.5038 -0.6512 0.0667
O -2.5056 -1.3317 0.1635
N -0.1905 -1.1172 -0.1179
H 2.5691 -0.6500 -0.5946
H 2.2005 0.8718 0.3307
H 0.2093 2.0374 -0.4103
H -2.1544 1.3065 0.3022
H 0.0374 -2.0813 0.0436
*
```

Properties
- LUMO level (eV) = 0.78
- total energy (eV) = -9709.8332
- M (g/mol) = 99.093
- SMILES = Nc1c[nH]c(=O)[nH]1
- HOMO-LUMO gap (eV) = 8.34
- ΔE to the lowest compared entry with this formula, charge and spin (kJ/mol) = 72.4

---

3.
Entry from OMol25: a single C3H5N3O molecule at a distorted geometry (ωB97M-V/def2-TZVPD).

Geometry as ORCA input:
```
! RIJCOSX wB97M-V def2-TZVPD def2/J DEFGRID3
* xyz 0 1
C 0.1905 -0.5406 1.3574
C 1.0752 -0.4629 -1.0876
C -0.6522 0.6314 -0.5738
H 0.8900 -1.5778 1.3771
H -0.8520 -0.9184 1.5772
H 0.5123 0.2284 2.1647
H 1.9931 -1.1819 -0.9885
H -2.2739 1.5368 -0.2280
N 0.2967 -0.0793 0.0567
N 0.7940 0.1745 -2.1770
N -0.4030 0.9223 -1.8156
O -1.5708 1.2675 0.3374
*
```

Properties
- LUMO level (eV) = 0.57
- total energy (eV) = -9707.9188
- M (g/mol) = 99.093
- SMILES = Cn1cnnc1O
- HOMO-LUMO gap (eV) = 10.33
- ΔE to the lowest compared entry with this formula, charge and spin (kJ/mol) = 257.1

---

4.
Entry from OMol25: a single C3H5N3O molecule (ωB97M-V/def2-TZVPD).

Geometry as ORCA input:
```
! RIJCOSX wB97M-V def2-TZVPD def2/J DEFGRID3
* xyz 0 1
O -2.2780 1.0029 -0.4484
C -1.6835 -0.1865 0.0019
C -0.1888 -0.1214 -0.0178
N 0.4463 0.8097 -0.7025
N 1.7401 0.4888 -0.4549
C 1.8083 -0.6185 0.2934
N 0.6085 -1.0386 0.6052
H -1.7138 1.3647 -1.1459
H -1.9887 -1.0556 -0.6034
H -2.0208 -0.3714 1.0258
H 2.5142 0.7318 -1.0396
H 2.7638 -1.0265 0.5993
*
```

Properties
- LUMO level (eV) = 0.80
- total energy (eV) = -9709.3499
- M (g/mol) = 99.093
- SMILES = OCc1nc[nH]n1
- HOMO-LUMO gap (eV) = 10.88
- ΔE to the lowest compared entry with this formula, charge and spin (kJ/mol) = 119.1

---

5.
Entry from OMol25: a single C3H5N3O molecule at a distorted geometry (ωB97M-V/def2-TZVPD).

Geometry as ORCA input:
```
! RIJCOSX wB97M-V def2-TZVPD def2/J DEFGRID3
* xyz 0 1
C -0.5068 -1.8418 -0.4072
C -0.2336 -0.4069 -0.0744
N -1.1955 0.4254 0.1887
N -0.5880 1.6304 0.4435
C 0.7722 1.5675 0.3301
O 1.6837 2.3668 0.4442
N 0.9927 0.2531 0.0096
H -0.1401 -2.1099 -1.4027
H -1.5900 -1.9974 -0.3949
H -0.0621 -2.5279 0.3199
H -1.1395 2.4470 0.6410
H 2.0044 0.2135 -0.0926
*
```

Properties
- LUMO level (eV) = 0.84
- total energy (eV) = -9709.9084
- M (g/mol) = 99.093
- SMILES = Cc1n[nH]c(=O)[nH]1
- HOMO-LUMO gap (eV) = 9.74
- ΔE to the lowest compared entry with this formula, charge and spin (kJ/mol) = 65.2

---

6.
Entry from OMol25: a single C3H5N3O molecule at a distorted geometry (ωB97M-V/def2-TZVPD).

Geometry as ORCA input:
```
! RIJCOSX wB97M-V def2-TZVPD def2/J DEFGRID3
* xyz 0 1
C -0.2581 1.5202 1.2782
C 0.0059 -1.2523 -0.8373
C 0.0777 0.1234 -0.7719
H -0.3190 2.4557 0.6015
H 0.5542 1.4543 1.9486
H -1.1827 1.4701 1.8619
H 0.2641 -2.0639 -1.5818
H 0.7450 0.6955 -2.5144
N -0.0404 0.3577 0.4389
N -0.3141 -0.8002 1.1594
N -0.1752 -1.7371 0.4734
O 0.5868 1.1122 -1.6039
*
```

Properties
- LUMO level (eV) = 0.43
- total energy (eV) = -9706.9270
- M (g/mol) = 99.093
- SMILES = Cn1nncc1O
- HOMO-LUMO gap (eV) = 9.34
- ΔE to the lowest compared entry with this formula, charge and spin (kJ/mol) = 352.8

---

7.
Entry from OMol25: a single C3H5N3O molecule at a distorted geometry (ωB97M-V/def2-TZVPD).

Geometry as ORCA input:
```
! RIJCOSX wB97M-V def2-TZVPD def2/J DEFGRID3
* xyz 0 1
N -0.9273 1.0233 1.4564
C -0.1580 0.4834 0.4190
C -0.6719 0.2244 -0.8163
N 0.1788 -0.5927 -1.5412
C 1.1705 -1.3553 -0.6428
O 2.1681 -1.9516 -0.9293
N 1.0555 -0.1023 0.5916
H -0.4217 1.5324 2.1664
H -1.7069 1.5718 1.1090
H -1.7358 0.2815 -1.0276
H -0.2887 -0.9845 -2.3644
H 1.3376 -0.1304 1.5792
*
```

Properties
- LUMO level (eV) = 0.63
- total energy (eV) = -9708.1590
- M (g/mol) = 99.093
- SMILES = Nc1c[nH]c(=O)[nH]1
- HOMO-LUMO gap (eV) = 8.03
- ΔE to the lowest compared entry with this formula, charge and spin (kJ/mol) = 234.0

---

8.
Entry from OMol25: 2 unconnected molecules or ions with the total composition C3H5N3O at a distorted geometry (ωB97M-V/def2-TZVPD).

Geometry as ORCA input:
```
! RIJCOSX wB97M-V def2-TZVPD def2/J DEFGRID3
* xyz 0 1
O 1.9882 -1.1359 -0.3559
C 1.1020 -1.2772 0.7192
C -0.2754 -0.8034 0.4522
N -1.1907 -0.4297 -0.1747
N -2.0812 0.2600 -0.7492
C -0.1575 2.1529 -0.8932
N 0.7987 1.7059 -0.4252
H 2.0589 -0.1854 -0.5366
H 1.4638 -0.7679 1.6234
H 1.0416 -2.3443 0.9490
H -2.8428 -0.3464 -1.0464
H -1.0659 2.5285 -1.3194
*
```

Properties
- LUMO level (eV) = 0.99
- total energy (eV) = -9706.0752
- M (g/mol) = 99.093
- HOMO-LUMO gap (eV) = 9.56
- ΔE to the lowest compared entry with this formula, charge and spin (kJ/mol) = 435.0

---

9.
Entry from OMol25: a single C3H5N3O molecule at a distorted geometry (ωB97M-V/def2-TZVPD).

Geometry as ORCA input:
```
! RIJCOSX wB97M-V def2-TZVPD def2/J DEFGRID3
* xyz 0 1
C -2.1224 -0.3866 -0.2521
C 0.2233 -0.8595 0.1517
C 2.1745 0.4635 -0.1122
H -1.0710 1.0920 0.9921
H -3.1053 -0.7231 -0.8720
H 1.0566 -1.4957 0.5576
H -0.0244 1.0866 -0.4747
H 2.5508 1.3818 -0.4703
N -2.1335 0.8180 0.3594
N -1.0335 -1.2199 0.0603
N 0.7491 0.4139 -0.1033
O 2.7359 -0.5711 0.1635
*
```

Properties
- LUMO level (eV) = -0.03
- total energy (eV) = -9706.8951
- M (g/mol) = 99.093
- SMILES = [H]/N=C\N=C/NC=O
- HOMO-LUMO gap (eV) = 9.43
- ΔE to the lowest compared entry with this formula, charge and spin (kJ/mol) = 355.9

---

10.
Entry from OMol25: a molecular structure, C3H5N3O (ωB97M-V/def2-TZVPD).

Geometry as ORCA input:
```
! RIJCOSX wB97M-V def2-TZVPD def2/J DEFGRID3
* xyz 0 1
C 1.4422 -0.2812 1.2404
N 0.5255 -0.7993 0.2298
C -0.9000 0.7308 -0.4757
N -1.9805 0.0618 -0.8761
C 0.6351 -0.3797 -0.9862
O -0.6216 1.7535 0.0066
N 0.5038 0.0192 -2.1044
H -2.7945 0.1874 -0.2894
H -1.8436 -0.8481 -1.2877
H 2.4885 -0.4668 0.9770
H 1.2276 -0.7788 2.1845
H 1.3177 0.8011 1.3813
*
```

Properties
- LUMO level (eV) = -0.20
- total energy (eV) = -9706.8262
- M (g/mol) = 99.093
- HOMO-LUMO gap (eV) = 8.50
- ΔE to the lowest compared entry with this formula, charge and spin (kJ/mol) = 362.6

---

11.
Entry from OMol25: a single C3H5N3O molecule (ωB97M-V/def2-TZVPD).

Geometry as ORCA input:
```
! RIJCOSX wB97M-V def2-TZVPD def2/J DEFGRID3
* xyz 0 1
O -2.9971 0.8673 0.2434
C -2.1976 -0.1010 -0.3583
C 0.1825 -0.0665 0.3559
N -0.8069 0.2534 -0.2380
N 2.7687 0.0072 -0.6462
C 2.4835 -0.3535 0.5373
N 1.1854 -0.3076 1.0339
H -2.7742 1.7177 -0.1592
H -2.4237 -0.2202 -1.4233
H -2.3953 -1.0399 0.1623
H 3.7733 -0.0621 -0.7966
H 3.2014 -0.6947 1.2889
*
```

Properties
- LUMO level (eV) = 0.69
- total energy (eV) = -9708.2993
- M (g/mol) = 99.093
- SMILES = [H]/N=C/N=C=NCO
- HOMO-LUMO gap (eV) = 10.24
- ΔE to the lowest compared entry with this formula, charge and spin (kJ/mol) = 220.4

---

12.
Entry from OMol25: a single C3H5N3O molecule (ωB97M-V/def2-TZVPD).

Geometry as ORCA input:
```
! RIJCOSX wB97M-V def2-TZVPD def2/J DEFGRID3
* xyz 0 1
N -1.6947 0.6717 -0.4456
C -0.3442 0.5093 -0.6070
C 0.6867 -1.8630 0.6061
N 1.1276 -0.6845 1.0212
C 0.4547 0.5198 0.6808
O 0.5712 1.5000 1.3720
N 0.3495 0.4249 -1.6692
H -2.2431 0.9410 -1.2484
H -2.0475 0.9877 0.4436
H 1.3328 -2.6120 1.1066
H 1.8673 -0.5135 1.7072
H -0.2302 0.5265 -2.5028
*
```

Properties
- LUMO level (eV) = 0.27
- total energy (eV) = -9707.4131
- M (g/mol) = 99.093
- HOMO-LUMO gap (eV) = 9.29
- ΔE to the lowest compared entry with this formula, charge and spin (kJ/mol) = 305.9

---

13.
Entry from OMol25: 2 unconnected molecules or ions with the total composition C3H5N3O at a distorted geometry (ωB97M-V/def2-TZVPD).

Geometry as ORCA input:
```
! RIJCOSX wB97M-V def2-TZVPD def2/J DEFGRID3
* xyz 0 1
N -0.0179 0.0055 -2.0171
C 0.0107 0.2434 -0.6527
C 0.7964 -0.7482 0.1571
N 0.8940 -0.5770 1.4072
C -1.3887 0.1009 2.2486
O -1.2019 0.9599 2.9828
N -0.6710 1.1109 -0.0169
H -0.3347 0.7804 -2.5823
H 0.7638 -0.4867 -2.4239
H 1.1629 -1.6402 -0.3696
H 1.2919 -1.3847 1.8830
H -1.3053 1.6358 -0.6161
*
```

Properties
- LUMO level (eV) = 0.51
- total energy (eV) = -9708.5413
- M (g/mol) = 99.093
- HOMO-LUMO gap (eV) = 10.03
- ΔE to the lowest compared entry with this formula, charge and spin (kJ/mol) = 197.1

---

14.
Entry from OMol25: 2 unconnected molecules or ions with the total composition C3H5N3O (ωB97M-V/def2-TZVPD).

Geometry as ORCA input:
```
! RIJCOSX wB97M-V def2-TZVPD def2/J DEFGRID3
* xyz 0 1
C 2.4372 0.8073 0.0460
C -0.3686 -0.7377 -0.7451
C -0.7342 0.5487 -0.1724
N 2.4498 -0.3190 0.2265
N 0.1180 -1.6840 -0.0229
N -2.0499 0.6581 0.1894
O 0.0258 1.5074 -0.1487
H 2.4666 1.8467 -0.1365
H 0.3460 -1.6023 0.9683
H 0.4323 -2.5374 -0.4676
H -2.4265 1.5855 0.3123
H -2.6965 -0.0734 -0.0492
*
```

Properties
- LUMO level (eV) = 0.98
- total energy (eV) = -9707.5893
- M (g/mol) = 99.093
- HOMO-LUMO gap (eV) = 9.45
- ΔE to the lowest compared entry with this formula, charge and spin (kJ/mol) = 288.9

---

15.
Entry from OMol25: a molecular structure, C3H5N3O at a distorted geometry (ωB97M-V/def2-TZVPD).

Geometry as ORCA input:
```
! RIJCOSX wB97M-V def2-TZVPD def2/J DEFGRID3
* xyz 0 1
O -2.2693 0.9420 -0.3673
C -1.6134 -0.1484 0.1835
C -0.1710 0.0317 0.2964
N 0.4658 0.8916 -0.4813
N 1.7215 0.4529 -0.3703
C 1.7283 -0.5849 0.4865
N 0.5443 -0.9204 0.9333
H -1.6877 1.3380 -1.0324
H -1.6821 -1.0857 -0.4769
H -2.0129 -0.4492 1.1539
H 2.4857 0.9102 -0.8461
H 2.4907 -1.3779 0.5208
*
```

Properties
- LUMO level (eV) = 0.83
- total energy (eV) = -9708.8721
- M (g/mol) = 99.093
- HOMO-LUMO gap (eV) = 10.59
- ΔE to the lowest compared entry with this formula, charge and spin (kJ/mol) = 165.2

---

16.
Entry from OMol25: a molecular structure, C3H5N3O at a distorted geometry (ωB97M-V/def2-TZVPD).

Geometry as ORCA input:
```
! RIJCOSX wB97M-V def2-TZVPD def2/J DEFGRID3
* xyz 2 1
C -0.6673 0.3059 0.2107
C 0.5407 -0.6395 0.2928
C 0.3546 1.3754 0.2887
N -1.8566 0.2753 0.0561
N 1.4707 0.4418 0.0814
N 0.8532 -1.8675 0.2117
O 2.6258 0.5217 -0.1679
H -2.6053 -0.3301 0.1524
H 0.3285 2.3604 -0.1680
H 0.3563 1.5198 1.4942
H 0.1633 -2.6141 0.1853
H 1.7710 -2.0851 -0.1923
*
```

Properties
- LUMO level (spin up / spin down) (eV) = -13.93 / -13.93
- total energy (eV) = -9683.8101
- M (g/mol) = 99.093
- HOMO-LUMO gap (spin up / spin down) (eV) = 6.47 / 6.47
- ΔE to the lowest compared entry with this formula, charge and spin (kJ/mol) = 269.6

---

17.
Entry from OMol25: 2 unconnected molecules or ions with the total composition C3H5N3O at a distorted geometry (ωB97M-V/def2-TZVPD).

Geometry as ORCA input:
```
! RIJCOSX wB97M-V def2-TZVPD def2/J DEFGRID3
* xyz 2 1
C 1.3863 -0.3745 -0.0270
C 0.3085 0.6653 -0.0231
C -0.9671 -0.1891 0.0756
N 4.9806 0.0611 0.0280
N 3.9153 -0.1408 0.0707
N 0.8562 -1.5367 0.0363
O -0.5060 -1.5051 -0.0687
H 0.4601 1.5573 0.7934
H 0.5432 1.2850 -1.0586
H -1.6076 0.0542 0.8376
H -1.5842 -0.1275 -0.7732
H 1.2392 -2.4726 -0.0545
*
```

Properties
- LUMO level (spin up / spin down) (eV) = -13.66 / -15.58
- total energy (eV) = -9682.2127
- M (g/mol) = 99.093
- HOMO-LUMO gap (spin up / spin down) (eV) = 8.83 / 6.49
- ΔE to the lowest compared entry with this formula, charge and spin (kJ/mol) = 423.8

---

18.
Entry from OMol25: a single C3H5N3O2S molecule at a distorted geometry (ωB97M-V/def2-TZVPD).

Geometry as ORCA input:
```
! RIJCOSX wB97M-V def2-TZVPD def2/J DEFGRID3
* xyz 0 1
C -0.0659 0.9220 1.1430
C -1.8140 0.0910 -0.5391
C 0.4563 -1.3272 0.1953
N 0.5736 0.1375 0.1834
N 1.2668 0.6014 -0.9445
N -1.8012 -1.0509 -0.1773
O -0.6611 0.4966 2.0750
O -0.7989 -1.8170 0.3975
S -2.2088 1.4317 -1.2353
H 0.1775 2.0036 0.8742
H 0.8288 -1.5284 -0.7850
H 1.0832 -1.9558 0.9139
H 0.7417 1.3747 -1.2945
H 2.2219 0.6208 -0.8067
*
```

Properties
- LUMO level (eV) = -0.13
- total energy (eV) = -22588.1365
- M (g/mol) = 147.159
- SMILES = NN(C=O)CON=C=S
- HOMO-LUMO gap (eV) = 8.99
- ΔE to the lowest compared entry with this formula, charge and spin (kJ/mol) = 298.2

---

19.
Entry from OMol25: a single C3H5N3O3 molecule at a distorted geometry (ωB97M-V/def2-TZVPD).

Geometry as ORCA input:
```
! RIJCOSX wB97M-V def2-TZVPD def2/J DEFGRID3
* xyz 0 1
C -0.7847 -0.0925 1.8527
C -1.4486 0.2165 0.5193
C 1.7477 -0.6963 -1.1191
H 0.0357 0.8021 2.2496
H -1.7361 -0.2511 2.6140
H -0.3098 -1.2143 1.7416
H -1.5869 1.2845 0.1958
H -2.4148 -0.5138 0.3870
N 0.5085 0.2107 -0.8787
N 1.7098 1.0002 -2.5820
N 2.4649 0.1040 -2.0713
O -0.6985 -0.3233 -0.6205
O 0.5001 1.0613 -2.0047
O 2.0128 -1.5878 -0.2836
*
```

Properties
- LUMO level (eV) = -0.90
- total energy (eV) = -13797.5850
- M (g/mol) = 131.091
- SMILES = CCOn1onnc1=O
- HOMO-LUMO gap (eV) = 9.31
- ΔE to the lowest compared entry with this formula, charge and spin (kJ/mol) = 777.0

---

20.
Entry from OMol25: a single C3H5N3S molecule at a distorted geometry (ωB97M-V/def2-TZVPD).

Geometry as ORCA input:
```
! RIJCOSX wB97M-V def2-TZVPD def2/J DEFGRID3
* xyz 0 1
C -0.3308 -0.0453 0.3651
C 1.6078 0.8202 0.0537
C -1.4595 -0.8770 0.9832
N 0.7566 0.2764 1.0073
N -0.3204 0.2891 -0.9459
N 0.9900 0.7977 -1.1761
S 3.0954 1.5886 0.1713
H -2.4652 -0.5784 0.7410
H -1.2368 -0.8817 1.9874
H -1.4146 -1.7552 0.4721
H -0.9003 -0.1728 -1.7467
H 1.6779 0.5384 -1.9124
*
```

Properties
- LUMO level (eV) = 0.24
- total energy (eV) = -18496.0697
- M (g/mol) = 115.161
- SMILES = Cc1nc(=S)[nH][nH]1
- HOMO-LUMO gap (eV) = 8.23
- ΔE to the lowest compared entry with this formula, charge and spin (kJ/mol) = 176.4